(1)
Here is a molecular structure, C23H35N3O3P2S2Ti from the Open Molecules 2025 dataset. Energies are from the ωB97M-V functional and the def2-TZVPD basis.

## Properties
E_LUMO (alpha / beta) in eV: 0.16 / 0.14
2S+1: 3
ΔE to the lowest compared entry with this formula, charge and spin in kJ/mol: 79.7
Total charge: 0

```
69
C23H35N3O3P2S2Ti | the Open Molecules 2025 dataset | the ωB97M-V functional and the def2-TZVPD basis
H 0.947 -3.764 0.705
H 2.875 -3.536 2.059
H -2.279 3.351 -1.737
H -1.772 -2.647 0.230
C -1.678 2.642 -1.170
H 1.020 -5.204 -3.051
H 0.327 -3.223 2.125
C 3.008 -1.840 0.763
P 1.058 0.420 -2.114
H -0.786 0.891 -3.633
C -2.988 -2.329 -2.321
O 3.657 2.180 0.702
H 2.435 2.992 3.022
H -1.587 1.723 -1.755
C -2.175 1.339 2.255
H 2.774 2.064 -2.224
H -2.567 -1.073 0.499
H -4.142 3.372 -0.336
H -1.015 -4.061 -2.320
C -0.115 -3.479 -2.480
C 2.494 3.833 2.335
C 2.197 -3.409 -3.120
C -1.712 -1.573 0.041
H -1.404 -0.139 5.199
H 3.490 0.548 -1.731
H 3.116 -1.482 -3.087
H -3.937 -1.872 -2.039
H 0.753 0.756 -4.510
S 2.632 3.213 0.685
H -2.942 -3.320 -1.868
C -4.045 1.464 3.842
N 2.566 -0.435 0.744
O 2.867 4.335 -0.187
C -4.203 2.495 1.612
C 2.202 -2.036 -2.914
C 2.766 0.988 -2.413
C -1.988 0.382 4.451
O 1.288 2.606 0.424
H 3.099 -3.907 -3.453
H 3.086 0.807 -3.441
H -2.974 -2.425 -3.407
N -1.637 1.611 1.016
C -0.127 -2.104 -2.266
H -3.706 0.547 5.734
H 1.592 4.437 2.399
C 0.273 1.135 -3.607
C -3.628 2.793 0.418
C 1.055 -1.373 -2.488
C -2.319 2.327 0.147
H 3.179 0.113 0.146
C -1.398 0.639 3.230
H 2.181 -2.063 2.725
H 3.373 4.441 2.539
C 2.272 -2.654 1.810
N 0.929 -2.981 1.349
H 2.784 -0.029 1.655
Ti 0.422 0.708 0.547
S 0.260 0.148 2.940
P -1.656 -1.198 -1.755
H 0.387 2.220 -3.576
C -3.300 0.780 4.758
H -0.680 3.055 -1.018
C 1.037 -4.133 -2.896
C -3.485 1.758 2.580
H -5.053 1.795 4.061
H 2.829 -2.276 -0.221
H -0.808 -1.276 0.586
H 4.085 -1.895 0.957
H -5.208 2.826 1.848
```


(2)
Here is a molecular structure, C23H35N5NiO4PS2 from the Open Molecules 2025 dataset. Energies are from the ωB97M-V functional and the def2-TZVPD basis.

## Properties
E_LUMO (alpha / beta) in eV: 0.41 / 0.39
2S+1: 4
Total charge: 0

```
71
C23H35N5NiO4PS2 | the Open Molecules 2025 dataset | the ωB97M-V functional and the def2-TZVPD basis
C -3.567 1.874 0.236
C -1.644 -5.097 1.226
H -1.628 3.373 -3.409
H -4.556 2.184 0.579
H 0.125 2.499 3.842
S -2.177 -1.571 -1.972
H -0.661 2.587 -5.625
H 1.800 1.176 -1.702
H -2.065 -1.330 0.732
C -2.614 -1.325 3.666
H -0.968 4.331 -5.553
H -2.549 -5.692 1.225
O 0.292 0.099 -0.012
C 3.210 3.327 2.720
C -1.438 3.345 -5.559
H 4.044 -1.615 -3.349
H 0.917 0.263 4.775
C -0.224 -0.132 1.091
C -1.426 -0.828 1.443
C -2.242 3.145 -4.285
H 3.141 1.690 -2.603
H 0.387 -1.411 4.552
H 0.013 -3.538 -1.999
C 5.016 0.243 -3.594
N 0.292 0.356 2.277
C 0.055 -0.367 4.583
H 0.768 -3.980 3.311
N 0.396 -3.142 -1.154
C -0.950 -4.894 2.411
N 4.041 -0.663 -3.027
C 2.915 -0.321 -2.356
C 0.667 -3.573 1.214
P -2.125 0.675 -3.161
H 1.391 -2.977 -1.215
C -3.580 1.748 -1.273
H -4.243 0.929 -1.578
H -2.190 -2.103 4.306
Ni -0.076 -0.955 -1.719
S -0.110 0.704 -3.433
C 3.391 2.297 1.809
H 5.949 -0.294 -3.748
H -3.051 -0.555 4.303
O 2.103 -1.202 -2.026
H 1.567 -2.966 1.200
C 2.429 1.313 1.652
H -2.082 3.265 -6.436
H 3.979 4.077 2.852
H -1.309 -5.322 3.338
H -2.831 2.618 0.545
O -2.259 1.504 -1.741
H -3.951 2.673 -1.727
C 0.211 -4.134 2.394
H 4.295 2.250 1.215
H 2.565 0.512 0.942
H -1.742 -4.690 -0.883
C 1.057 2.426 3.298
C 1.265 1.371 2.413
H 1.872 4.214 4.143
C 2.036 3.395 3.455
H -3.110 3.809 -4.278
C -1.191 -4.547 0.039
C -0.035 -3.769 0.025
N 2.750 0.981 -2.003
O -2.752 1.812 -4.189
H 4.693 0.656 -4.554
H 5.215 1.064 -2.906
N -0.567 0.033 3.329
H -3.311 0.919 0.693
C -1.571 -0.739 2.784
H -3.398 -1.769 3.058
H -0.659 -0.236 5.393
```


(3)
Here is a molecular structure, C23H35NOP2Pb in a non-equilibrium geometry from the Open Molecules 2025 dataset. Energies are from the ωB97M-V functional and the def2-TZVPD basis.

## Properties
E_LUMO (alpha / beta) in eV: 0.04 / -0.11
ΔE to the lowest compared entry with this formula, charge and spin in kJ/mol: 417.0
Total charge: 0

```
63
C23H35NOP2Pb | the Open Molecules 2025 dataset | the ωB97M-V functional and the def2-TZVPD basis
C -0.611 2.157 4.008
C 0.956 0.328 1.185
H -0.677 2.735 -1.279
C 1.347 0.208 3.605
N -1.409 0.186 -1.557
C 0.650 0.712 2.481
C 0.021 3.132 -3.284
H -0.884 2.091 1.864
H 0.132 0.814 -5.818
C -0.530 -4.815 1.020
C -2.792 -0.116 0.794
H -0.212 -4.651 -0.033
C 1.113 0.688 4.881
H -3.555 0.428 1.351
C 3.149 1.466 -1.586
H -1.380 2.919 4.148
H 0.341 -4.599 1.632
C -0.528 2.328 -2.283
C 4.323 0.369 0.839
C 0.257 2.608 -4.565
H -0.721 -5.847 1.122
H -4.727 1.837 -1.172
C -0.990 -2.765 2.388
P 3.177 0.067 -0.500
H -1.812 0.156 1.191
H -0.856 -1.804 1.891
H -1.461 -2.576 3.286
H -5.010 -0.640 -1.515
C -3.955 -0.872 -1.737
H 5.251 0.824 0.471
H -3.713 -1.880 -1.365
C -0.023 1.265 -4.827
C -1.534 -3.776 1.493
H -0.073 2.066 6.101
H -3.460 2.486 -0.081
H 2.344 1.346 -2.314
H 4.587 -0.559 1.361
H -2.965 -1.187 0.925
H 3.878 1.052 1.571
H -3.788 -0.821 -2.825
C -3.631 1.932 -1.027
H -3.212 2.522 -1.865
C -0.357 1.702 2.709
H 3.466 -2.301 -0.793
P -2.860 0.297 -0.923
O -2.495 -3.554 0.726
C 1.529 -0.171 0.161
H 0.244 4.188 -3.102
H 4.103 1.580 -2.109
Pb 0.366 -2.049 -0.950
H 1.693 0.329 5.750
C 3.691 -1.396 -1.403
C -0.864 0.974 -2.543
H 0.001 -3.126 2.652
C -0.559 0.447 -3.817
H 2.132 -0.564 3.466
H -0.782 -0.616 -3.967
C 0.123 1.672 5.091
H 2.951 2.370 -1.004
H 3.170 -1.476 -2.356
H 0.656 3.216 -5.361
H 4.754 -1.388 -1.561
H 2.021 -1.947 -0.640
```